(1)
Density functional theory data (ωB97M-V with the def2-TZVPD basis set) for the molecule C5H7NO in a non-equilibrium geometry.

Each line ends with the Löwdin charge.
Positions of all 14 atoms, in Å:
C1 1.316 -0.795 0.967  -0.053
C2 0.033 -0.718 0.152  -0.295
C3 -1.102 0.063 0.760  -0.049
C4 -1.357 1.045 -0.104  0.020
N1 -0.838 0.690 -1.653  0.120
C5 0.247 0.135 -1.074  -0.574
O1 1.296 0.564 -1.520  0.062
H1 1.148 -1.393 1.866  0.079
H2 1.650 0.205 1.265  0.092
H3 2.112 -1.261 0.375  0.087
H4 -0.287 -1.698 -0.207  0.152
H5 -1.604 -0.157 1.703  0.119
H6 -2.004 1.902 -0.155  0.093
H7 -0.613 1.417 -2.375  0.147

Values from the calculation:
ΔE to the lowest compared entry with this formula, charge and spin = 51.8 kcal per mole
HOMO energy = -9.08 eV



(2)
Density functional theory data (ωB97M-V with the def2-TZVPD basis set) for the molecule C5H7NO.

Each line ends with the Löwdin charge.
Positions of all 14 atoms, in Å:
C1 2.008 0.081 -0.275  -0.011
C2 0.705 -0.453 0.305  -0.411
O1 0.703 -1.167 1.277  0.104
C3 -0.627 -0.016 -0.343  -0.285
C4 -1.839 -0.581 0.405  -0.055
C5 -0.570 1.458 -0.328  -0.199
N1 -0.357 2.588 -0.235  0.169
H1 2.766 -0.677 -0.061  0.087
H2 2.320 1.020 0.209  0.096
H3 1.935 0.272 -1.351  0.086
H4 -0.648 -0.333 -1.398  0.155
H5 -1.784 -0.304 1.460  0.091
H6 -2.785 -0.216 -0.007  0.087
H7 -1.827 -1.672 0.341  0.088

Values from the calculation:
ΔE to the lowest compared entry with this formula, charge and spin = 12.7 kcal per mole
HOMO energy = -10.31 eV



(3)
Density functional theory data (ωB97M-V with the def2-TZVPD basis set) for the molecule C5H7NO in a non-equilibrium geometry.

Each line ends with the Löwdin charge.
Positions of all 14 atoms, in Å:
C1 -1.824 0.127 0.511  -0.016
N1 -0.425 -0.134 0.248  -0.106
C2 0.153 -1.380 0.095  -0.111
C3 1.424 -1.201 -0.355  -0.118
C4 1.640 0.194 -0.541  -0.057
C5 0.482 0.815 -0.128  -0.352
O1 0.083 2.115 -0.034  0.068
H1 -2.139 0.973 -0.109  0.092
H2 -2.001 0.361 1.567  0.092
H3 -2.403 -0.759 0.224  0.093
H4 -0.405 -2.279 0.307  0.109
H5 2.180 -1.957 -0.512  0.093
H6 2.356 0.468 -1.302  0.099
H7 0.878 2.657 0.029  0.115

Values from the calculation:
ΔE to the lowest compared entry with this formula, charge and spin = 22.4 kcal per mole
HOMO energy = -7.72 eV



(4)
Density functional theory data (ωB97M-V with the def2-TZVPD basis set) for the molecule C5H7NO.

Each line ends with the Löwdin charge.
Positions of all 14 atoms, in Å:
C1 -1.884 0.257 0.027  -0.053
C2 -0.400 0.151 -0.252  -0.298
C3 0.621 0.993 0.482  -0.047
C4 1.786 0.348 0.451  -0.125
N1 1.662 -0.975 -0.072  0.059
C5 0.248 -1.218 -0.153  -0.424
O1 -0.258 -2.307 -0.165  0.125
H1 -2.193 1.307 0.022  0.078
H2 -2.161 -0.189 0.985  0.086
H3 -2.438 -0.261 -0.762  0.083
H4 -0.237 0.369 -1.325  0.161
H5 0.428 1.963 0.923  0.107
H6 2.752 0.664 0.829  0.110
H7 2.073 -1.101 -0.992  0.137

Values from the calculation:
ΔE to the lowest compared entry with this formula, charge and spin = 19.6 kcal per mole
HOMO energy = -8.99 eV



(5)
Density functional theory data (ωB97M-V with the def2-TZVPD basis set) for the molecule C5H7NO.

Each line ends with the Löwdin charge.
Positions of all 14 atoms, in Å:
C1 0.352 -1.717 0.741  -0.055
C2 -0.298 -0.445 0.223  -0.285
C3 -0.015 0.870 0.913  -0.059
C4 -0.075 1.840 -0.002  -0.109
N1 -0.290 1.303 -1.288  0.083
C5 -0.073 -0.071 -1.247  -0.434
O1 0.214 -0.777 -2.186  0.088
H1 0.009 -1.902 1.766  0.079
H2 1.444 -1.658 0.750  0.084
H3 0.059 -2.574 0.126  0.082
H4 -1.392 -0.597 0.258  0.161
H5 0.187 0.992 1.969  0.104
H6 0.021 2.912 0.116  0.115
H7 -0.144 1.823 -2.140  0.146

Values from the calculation:
ΔE to the lowest compared entry with this formula, charge and spin = 5.7 kcal per mole
HOMO energy = -8.70 eV



(6)
Density functional theory data (ωB97M-V with the def2-TZVPD basis set) for the molecule C5H7NO.

Each line ends with the Löwdin charge.
Positions of all 14 atoms, in Å:
O1 2.612 0.366 0.018  -0.016
C1 1.339 0.480 -0.571  -0.287
C2 0.458 -0.758 -0.376  -0.178
C3 0.220 -0.446 1.089  0.030
C4 -2.093 -0.317 0.286  -0.048
N1 -0.739 0.079 -0.132  -0.104
C5 0.337 0.923 0.488  -0.163
H1 3.100 -0.321 -0.448  0.099
H2 1.393 0.995 -1.544  0.142
H3 0.386 -1.703 -0.914  0.138
H4 -2.046 -1.112 1.027  0.071
H5 -2.662 -0.644 -0.589  0.083
H6 -2.579 0.557 0.727  0.095
H7 0.123 1.896 0.923  0.139

Values from the calculation:
ΔE to the lowest compared entry with this formula, charge and spin = 141.1 kcal per mole
HOMO energy = -8.03 eV



Table of E_tot (eV), in record order: -8833.9580, -8835.6509, -8835.2307, -8835.3540, -8835.9566, -8830.0835